Formula: C3H6N2O2
Source: the OMol25 dataset
Level of theory: ωB97M-V/def2-TZVPD

```
13
Properties=species:S:1:pos:R:3:forces:R:3
O -1.84761 -1.21895 0.77873 -0.83 2.86 1.19
O 2.53250 -0.44273 -0.38427 -0.11 0.84 -1.39
N 0.29010 0.00956 0.30978 0.31 1.16 0.22
N 0.01277 1.44686 -0.14665 0.88 -0.70 0.93
C 1.18741 -0.74394 -0.60439 -1.04 -2.03 1.65
C -1.16672 -0.08356 0.45254 1.40 -2.49 -0.40
C -1.35480 1.16676 0.13620 -1.04 1.57 -0.79
H 0.31794 2.08377 0.62382 0.39 -0.73 -0.74
H -1.46984 -1.91109 0.30874 1.01 -2.19 -1.34
H 1.00111 -1.87715 -0.39376 0.06 1.75 -0.22
H 0.94275 -0.58038 -1.65118 0.29 0.35 -0.08
H -2.09508 1.91206 -0.03319 -0.73 0.01 0.36
H 2.94579 -0.74807 0.41720 -0.58 -0.39 0.61
```
Positions in Å, forces in eV/Å.

The HOMO energy comes out at -8.42 eV. The calculation puts the max |F| at 3.208 eV/Å. The calculation puts the energy above the lowest of the compared OMol25 structures with the same formula, charge and spin at 5.003 eV.



Formula: C3H6N2O2
Source: the OMol25 dataset
Level of theory: ωB97M-V/def2-TZVPD

```
13
Properties=species:S:1:pos:R:3:forces:R:3
O 0.74949 -0.58112 -1.32313 -1.39 -2.81 2.30
O -0.50636 2.61937 1.36766 0.26 -2.29 0.66
N -0.28694 0.46433 0.56195 0.69 0.89 0.10
N 1.39734 0.44678 -1.73900 0.98 3.22 -0.79
C -0.44340 -1.86766 0.31895 0.62 -1.29 -0.02
C -0.00433 -0.55272 -0.23947 -0.26 -0.91 -0.18
C -0.29681 1.71205 0.32849 -1.48 1.79 1.06
H 0.16784 -2.72553 -0.13306 -0.38 1.21 1.09
H -0.36810 -1.72880 1.47992 -0.29 -0.81 -2.33
H -1.45181 -2.15398 -0.03452 0.09 0.44 0.67
H -0.54892 2.25490 -0.57790 0.85 -0.34 -0.39
H 2.17380 0.02720 -2.24010 0.01 -0.08 -0.38
H -0.58181 2.08517 2.23021 0.31 0.98 -1.78
```
Positions in Å, forces in eV/Å.

The HOMO energy (spin up / spin down) comes out at -8.33 / -7.10 eV. The calculation puts the max |F| at 3.891 eV/Å. The calculation puts the energy above the lowest of the compared OMol25 structures with the same formula, charge and spin at 6.018 eV.



Formula: C3H6N2O2
Source: the OMol25 dataset
Level of theory: ωB97M-V/def2-TZVPD

```
13
Properties=species:S:1:pos:R:3:forces:R:3
O -0.15568 -1.73318 2.17254 0.18 -0.15 -0.02
O 0.82550 -0.81821 -2.42057 0.26 0.11 -0.14
N 0.50149 -0.51652 -0.21384 0.08 0.17 0.51
N -0.52762 0.94478 -1.72105 0.62 -0.24 0.47
C 0.09418 0.29582 0.89771 -0.35 -0.60 0.31
C 0.32143 -0.18999 -1.51771 -0.10 -0.14 -0.23
C -0.06677 -0.53856 2.15172 -0.11 0.33 0.01
H -1.49007 0.63623 -1.69121 -0.13 0.27 -0.18
H 1.06176 -1.32788 0.01357 -0.16 0.05 -0.38
H -0.27268 1.36838 -2.60143 -0.40 -0.21 -0.22
H -0.90849 0.68369 0.71065 0.05 0.34 0.09
H -0.13558 0.06326 3.08170 -0.04 -0.08 -0.03
H 0.75254 1.13218 1.13791 0.09 0.13 -0.19
```
Positions in Å, forces in eV/Å.

The HOMO energy comes out at -9.83 eV. The calculation puts the max |F| at 0.817 eV/Å. The calculation puts the energy above the lowest of the compared OMol25 structures with the same formula, charge and spin at 1.264 eV.



Formula: C3H6N2O2
Source: the OMol25 dataset
Level of theory: ωB97M-V/def2-TZVPD

```
13
Properties=species:S:1:pos:R:3:forces:R:3
O 0.70787 0.49610 0.61767 0.42 0.05 0.09
O -1.88332 1.52646 -0.10230 -0.57 -0.74 0.51
N -2.28315 -0.70361 0.58100 1.08 -0.67 -0.28
N 2.32431 0.07322 -0.95010 0.02 0.11 0.30
C 1.97346 0.58575 0.14661 0.06 -0.12 -0.13
C -1.60330 0.36104 0.12139 1.08 0.16 -0.58
C -0.20966 -0.15754 -0.19034 0.46 -2.62 -0.05
H -1.45158 -1.52449 0.47055 -4.42 1.86 1.04
H -3.28483 -0.53443 0.78302 0.98 -1.18 -0.06
H 2.57293 1.14279 0.87010 0.02 -0.06 -0.19
H -0.21271 -1.43707 0.05065 0.96 3.15 -0.78
H 3.30490 0.24147 -1.15228 -0.06 0.05 0.10
H 0.04509 -0.06970 -1.24595 -0.03 -0.01 0.04
```
Positions in Å, forces in eV/Å.

The HOMO energy comes out at -9.77 eV. The calculation puts the max |F| at 4.908 eV/Å. The calculation puts the energy above the lowest of the compared OMol25 structures with the same formula, charge and spin at 3.289 eV.



Formula: C3H6N2O2
Source: the OMol25 dataset
Level of theory: ωB97M-V/def2-TZVPD

```
13
Properties=species:S:1:pos:R:3:forces:R:3
O -1.07867 -2.05723 -0.65612 0.46 0.04 -0.05
O -0.05953 0.64708 1.62987 0.23 -0.13 0.17
N 0.75107 -0.70650 -0.24400 -0.01 -0.09 0.11
N 0.83307 1.60826 -0.31131 0.06 0.02 0.00
C -1.20684 0.40350 0.79905 -0.26 0.02 -0.11
C 0.11665 -1.85068 -0.64108 -0.20 -0.08 0.00
C 0.15072 0.49636 0.24908 0.00 -0.13 -0.15
H -1.63092 -0.58801 0.92221 -0.05 0.23 -0.05
H 0.72362 2.46062 0.21675 -0.20 -0.05 -0.09
H 1.75432 -0.66682 -0.35973 -0.12 -0.03 0.08
H 0.84437 -2.61602 -0.96823 -0.05 0.08 0.00
H -1.92184 1.21686 0.68725 0.26 0.06 0.05
H 0.71994 1.72550 -1.30665 -0.14 0.06 0.04
```
Positions in Å, forces in eV/Å.

The HOMO energy comes out at -9.68 eV. The calculation puts the max |F| at 0.468 eV/Å. The calculation puts the energy above the lowest of the compared OMol25 structures with the same formula, charge and spin at 2.249 eV.



Formula: C3H6N2O2
Source: the OMol25 dataset
Level of theory: ωB97M-V/def2-TZVPD

```
13
Properties=species:S:1:pos:R:3:forces:R:3
O 2.41192 1.11073 -0.14878 -0.50 -0.32 -0.36
O -1.06039 -1.71622 -0.68921 1.13 0.48 0.25
N -0.62170 0.12245 0.65021 0.45 1.10 -0.89
N -2.08734 0.19422 -1.17488 -0.08 0.58 0.03
C -1.15702 -0.52082 -0.45898 -1.70 -0.92 0.06
C 0.75365 -0.14675 0.99836 -0.77 -3.28 0.58
C 1.91527 0.75819 0.89446 1.04 2.14 -0.71
H 0.74164 -0.67372 1.96872 0.37 0.49 -0.03
H 1.02180 -0.95555 0.28534 -0.04 0.22 0.38
H -2.56672 -0.36145 -1.86424 0.10 0.04 -0.03
H -1.12035 0.93116 0.99711 0.35 -0.04 -0.21
H 2.44954 1.16195 1.76535 -0.43 -0.45 0.77
H -1.94850 1.16281 -1.41158 0.09 -0.02 0.16
```
Positions in Å, forces in eV/Å.

The HOMO energy comes out at -9.76 eV. The calculation puts the max |F| at 3.423 eV/Å. The calculation puts the energy above the lowest of the compared OMol25 structures with the same formula, charge and spin at 1.764 eV.



Formula: C3H6N2O2
Source: the OMol25 dataset
Level of theory: ωB97M-V/def2-TZVPD

```
13
Properties=species:S:1:pos:R:3:forces:R:3
O -1.72704 0.13251 1.06426 -0.75 0.30 -0.75
O -1.35594 -0.20073 -1.21064 -0.63 1.16 0.22
N 1.40161 -0.73576 0.12383 2.61 -2.11 0.15
N 0.07738 -0.96954 0.45566 0.72 -2.49 -0.57
C 0.24627 1.27596 0.01377 5.73 -4.61 0.38
C -0.72063 0.13287 0.04466 -0.83 0.33 0.91
C 1.64210 0.54288 -0.01178 -10.28 3.12 0.79
H 0.20699 2.28021 -0.26897 -0.63 1.15 -0.39
H 2.38297 1.04729 -0.42056 4.15 1.62 -1.11
H 2.10796 -1.36160 0.55690 -0.99 0.60 -0.39
H -2.03636 -0.80055 1.06856 0.03 0.95 0.18
H -2.03478 0.50484 -1.38125 0.91 -0.98 0.23
H -0.19053 -1.84840 -0.03445 -0.03 0.95 0.36
```
Positions in Å, forces in eV/Å.

The HOMO energy comes out at -7.57 eV. The calculation puts the max |F| at 10.775 eV/Å. The calculation puts the energy above the lowest of the compared OMol25 structures with the same formula, charge and spin at 4.857 eV.



Formula: C3H6N2O2S
Source: the OMol25 dataset
Level of theory: ωB97M-V/def2-TZVPD

```
14
Properties=species:S:1:pos:R:3:forces:R:3
S -0.91431 -1.85950 -0.15801 1.28 -1.39 -0.09
O 0.82584 0.09808 -0.53315 2.72 0.53 1.12
O 1.70322 -1.98159 0.09080 -1.26 2.44 -1.65
N -2.34259 -0.07631 -1.26190 0.58 0.06 1.61
N -1.64094 0.25471 1.06069 -1.24 2.17 5.50
C 0.83398 -1.19519 -0.29202 -0.93 -2.44 2.47
C -1.86882 -0.37901 -0.08841 0.08 0.20 -3.90
C 2.21705 0.72009 -0.21298 -0.44 -1.44 -0.31
H -1.99299 1.28865 1.27590 0.71 -3.23 -0.93
H -1.62887 -0.40240 1.98803 0.10 2.29 -3.27
H -2.68706 0.86946 -1.39482 -0.42 0.19 0.57
H 2.66023 0.51198 0.83693 -0.94 -0.69 -2.02
H 2.76179 0.37744 -1.13162 0.26 0.54 1.48
H 2.07346 1.77357 -0.17944 -0.50 0.78 -0.59
```
Positions in Å, forces in eV/Å.

The HOMO energy comes out at -8.83 eV. The calculation puts the max |F| at 6.041 eV/Å. The calculation puts the energy above the lowest of the compared OMol25 structures with the same formula, charge and spin at 3.081 eV.



Formula: C3H6N2O2S
Source: the OMol25 dataset
Level of theory: ωB97M-V/def2-TZVPD

```
14
Properties=species:S:1:pos:R:3:forces:R:3
S -2.91935 0.39586 0.18814 0.59 -0.53 0.41
O -3.63860 -0.85282 0.37688 0.01 0.34 -0.21
O -1.85933 0.41348 -1.18376 0.23 -0.48 -0.56
N 0.65103 1.55360 0.36668 -3.22 0.72 -1.51
N -0.36413 -0.97791 0.27369 -1.40 -0.52 0.45
C -1.19531 0.08226 -0.05643 2.26 0.59 2.44
C 1.59138 0.53594 0.25863 0.58 0.47 1.73
C 0.93981 -0.78740 -0.29519 0.19 0.35 0.61
H 2.03246 0.60856 1.30927 -0.31 -1.78 -1.00
H 1.66373 -1.57893 -0.14931 -0.43 -0.65 -0.10
H 0.62457 -0.65579 -1.32424 1.24 0.26 -0.63
H 2.43863 0.78903 -0.36131 0.25 -0.05 -0.75
H 0.54416 2.03511 -0.54055 -0.03 -0.20 0.34
H -0.50904 -1.56100 1.13750 0.05 1.48 -1.20
```
Positions in Å, forces in eV/Å.

The HOMO energy (spin up / spin down) comes out at -8.06 / -8.41 eV. The calculation puts the max |F| at 3.630 eV/Å. The calculation puts the energy above the lowest of the compared OMol25 structures with the same formula, charge and spin at 6.653 eV.